# 1
{
  "formula": "C14H19AgN2O2S3",
  "method": "ωB97M-V/def2-TZVPD",
  "symbols": ["Ag", "C", "C", "S", "C", "C", "S", "C", "C", "S", "H", "H", "H", "H", "H", "H", "H", "H", "H", "H", "H", "H", "N", "C", "C", "C", "C", "N", "C", "C", "H", "H", "H", "H", "O", "C", "C", "O", "H", "H", "H"],
  "coordinates": [[-0.172, 0.019, -0.098], [2.229, 1.003, -2.943], [3.210, 0.582, -1.825], [2.524, 0.580, -0.145], [3.301, -0.793, 0.736], [2.642, -2.144, 0.473], [0.982, -2.203, 1.216], [0.378, -2.804, -2.020], [0.835, -1.884, -2.925], [0.405, 0.764, -2.828], [2.636, 0.729, -3.921], [2.273, 2.098, -2.921], [4.055, 1.273, -1.874], [3.602, -0.426, -1.995], [3.145, -0.558, 1.790], [4.379, -0.766, 0.529], [3.236, -2.902, 0.999], [2.667, -2.383, -0.596], [-0.678, -3.047, -2.164], [1.043, -3.659, -1.949], [0.498, -1.794, -3.949], [1.921, -1.751, -2.907], [-5.396, -2.006, 5.785], [-4.700, -1.809, 4.890], [-3.827, -1.564, 3.771], [-3.900, -2.378, 2.643], [-3.037, -2.093, 1.594], [-2.168, -1.094, 1.627], [-2.091, -0.316, 2.702], [-2.910, -0.519, 3.808], [-4.599, -3.202, 2.595], [-3.033, -2.706, 0.698], [-1.343, 0.486, 2.588], [-2.842, 0.124, 4.675], [-0.376, 1.494, 1.234], [-2.493, -0.320, -1.799], [-2.032, 0.676, -0.734], [-2.724, 1.589, -0.414], [-3.486, -0.025, -2.148], [-2.523, -1.322, -1.366], [-1.782, -0.344, -2.625]],
  "mulliken_charge": [0.53, -0.88, -0.56, -0.06, -0.75, -0.61, -0.53, -1.10, -0.30, -0.50, 0.33, 0.35, 0.38, 0.29, 0.34, 0.43, 0.27, 0.10, 0.23, 0.35, 0.38, 0.27, -0.57, 0.02, 0.75, -0.72, -0.34, 0.10, -0.25, -0.72, 0.41, 0.40, 0.53, 0.42, -1.03, -0.55, 0.65, -0.52, 0.33, -0.06, 0.17],
  "charge": -2,
  "gap_ev": 5.2,
  "fmax_ev_per_a": 2.63,
  "energy_ha": -2146.107545,
  "lumo_ev": 4.8956,
  "homo_ev": -0.4
}

---

# 2
{
  "formula": "C15H21NO3",
  "method": "ωB97M-V/def2-TZVPD",
  "symbols": ["C", "O", "C", "C", "C", "C", "N", "C", "O", "C", "C", "C", "O", "C", "C", "C", "C", "C", "C", "H", "H", "H", "H", "H", "H", "H", "H", "H", "H", "H", "H", "H", "H", "H", "H", "H", "H", "H", "H", "H"],
  "coordinates": [[1.934, -3.076, -6.206], [2.634, -2.709, -5.044], [1.931, -2.191, -3.997], [0.558, -1.978, -3.984], [-0.047, -1.448, -2.858], [0.695, -1.121, -1.729], [0.011, -0.597, -0.622], [0.501, -0.234, 0.594], [1.668, -0.295, 0.911], [-0.568, 0.282, 1.556], [-0.485, -0.491, 2.875], [-1.434, 0.138, 3.893], [-1.160, 1.500, 4.113], [-1.199, 2.327, 2.954], [-2.638, 2.516, 2.449], [-0.650, 3.679, 3.418], [-0.292, 1.762, 1.845], [2.072, -1.331, -1.744], [2.676, -1.858, -2.864], [1.193, -3.856, -6.001], [2.684, -3.466, -6.892], [1.437, -2.215, -6.667], [-0.055, -2.220, -4.838], [-1.117, -1.290, -2.862], [-0.984, -0.496, -0.768], [-1.565, 0.160, 1.120], [0.541, -0.436, 3.242], [-0.747, -1.539, 2.725], [-2.476, -0.003, 3.567], [-1.314, -0.335, 4.870], [-2.660, 3.284, 1.681], [-3.046, 1.600, 2.032], [-3.272, 2.828, 3.276], [-1.301, 4.096, 4.181], [0.337, 3.543, 3.849], [-0.585, 4.371, 2.583], [0.748, 1.846, 2.165], [-0.421, 2.355, 0.937], [2.657, -1.080, -0.876], [3.740, -2.025, -2.886]],
  "mulliken_charge": [-0.85, -0.44, 0.76, -0.25, -1.14, 0.38, -0.03, 0.14, -0.69, 0.58, -0.85, -0.64, -0.46, 1.75, -1.67, -1.85, -1.36, -0.19, -0.77, 0.33, 0.24, 0.33, 0.38, 0.30, 0.19, 0.10, 0.32, 0.44, 0.31, 0.41, 0.41, 0.35, 0.40, 0.43, 0.43, 0.37, 0.44, 0.46, 0.55, 0.40],
  "gap_ev": 8.6,
  "fmax_ev_per_a": 0.66,
  "smiles": "COc1ccc(NC(=O)[C@H]2CCOC(C)(C)C2)cc1",
  "energy_ha": -864.667735,
  "lumo_ev": 0.5802,
  "homo_ev": -8.0
}

---

# 3
{
  "formula": "C9H10Br2Si",
  "method": "ωB97M-V/def2-TZVPD",
  "symbols": ["C", "C", "C", "Si", "Br", "Br", "C", "C", "C", "C", "C", "C", "H", "H", "H", "H", "H", "H", "H", "H", "H", "H"],
  "coordinates": [[-1.808, -2.598, -0.494], [-1.070, -1.679, -1.144], [-0.158, -2.025, -2.320], [-1.409, 0.235, -0.693], [-1.747, 1.276, -2.595], [-3.269, 0.556, 0.517], [-0.048, 0.920, 0.426], [0.103, 0.649, 1.798], [1.121, 1.168, 2.546], [2.097, 1.936, 2.027], [2.027, 2.162, 0.649], [0.985, 1.641, -0.123], [-2.603, -2.377, 0.258], [-1.686, -3.736, -0.674], [0.606, -2.592, -1.864], [0.171, -1.124, -2.651], [-0.802, -2.500, -2.972], [-0.690, 0.036, 2.122], [1.403, 1.055, 3.670], [2.977, 2.398, 2.609], [2.892, 2.789, 0.174], [0.908, 1.810, -1.266]],
  "mulliken_charge": [-0.75, 0.58, -1.46, 0.68, -0.28, -0.31, 0.47, -0.13, -0.66, -0.24, -0.45, -0.18, 0.20, 0.24, 0.37, 0.42, 0.40, 0.38, 0.16, 0.30, 0.22, 0.07],
  "gap_ev": 10.0,
  "fmax_ev_per_a": 4.47,
  "smiles": "C=C(C)[Si](Br)(Br)c1ccccc1",
  "energy_ha": -5786.503169,
  "lumo_ev": 0.5031,
  "homo_ev": -9.5
}

---

# 4
{
  "formula": "C6H9N2O3",
  "method": "ωB97M-V/def2-TZVPD",
  "symbols": ["C", "C", "C", "C", "C", "C", "N", "N", "O", "O", "O", "H", "H", "H", "H", "H", "H", "H", "H", "H"],
  "coordinates": [[-0.099, -1.186, -0.317], [-0.751, 0.094, -0.444], [1.053, -1.347, -1.059], [-1.290, 0.726, 0.673], [2.524, -2.922, -2.187], [-2.509, 2.383, 1.620], [1.397, -0.207, -1.717], [0.798, 0.813, -1.425], [0.744, 1.955, -1.514], [1.805, -2.419, -1.062], [-2.227, 1.619, 0.529], [-0.505, -1.927, 0.288], [-1.194, 0.192, -1.469], [-0.952, 0.560, 1.696], [3.003, -3.801, -1.781], [3.169, -2.090, -2.661], [1.804, -3.145, -2.988], [-3.394, 2.979, 1.578], [-1.848, 3.169, 1.505], [-2.561, 1.920, 2.610]],
  "mulliken_charge": [-0.78, -0.11, 0.55, 0.12, -0.61, -0.74, -0.36, 0.78, -0.44, -0.35, -0.22, 0.47, 0.38, 0.45, 0.23, 0.29, 0.32, 0.30, 0.39, 0.33],
  "charge": 1,
  "gap_ev": [6.4, 6.4],
  "fmax_ev_per_a": 3.58,
  "energy_ha": -568.747285,
  "lumo_ev": [-6.2698, -6.2675],
  "homo_ev": [-12.7, -12.7]
}